1.
Computed, not measured: a molecular structure, C4H7NO, with ωB97M-V with the def2-TZVPD basis set.

strongest force on any atom	0.0543	Eh/bohr
E_tot	-7795.0743	eV
relative energy (zero: lowest compared OMol25 entry of this formula, charge and spin)	4.570	eV
multiplicity	1
LUMO energy	0.5	eV
frontier orbital gap	9.365	eV

Geometry as XYZ:
```
13
C4H7NO (ωB97M-V with the def2-TZVPD basis set)
C -0.6661 -0.1241 0.6698
H -0.0800 -0.5018 1.5075
C -0.8483 1.2818 0.5506
H -1.8717 -0.7515 -1.0599
N 0.1155 0.2676 -0.6008
H 1.9948 -0.2591 -1.4298
H -1.5937 1.7028 -0.1093
H 1.7302 -0.9379 0.1686
C -1.1379 -1.1054 -0.3217
C 1.5417 -0.0552 -0.4539
O -0.8013 -2.2722 -0.2108
H 2.0601 0.8003 -0.0362
H -0.4842 1.9612 1.3460
```


2.
Computed, not measured: 2 unconnected molecules or ions with the total composition C4H7NO, with ωB97M-V with the def2-TZVPD basis set.

strongest force on any atom	0.0544	Eh/bohr
E_tot	-7795.1137	eV
relative energy (zero: lowest compared OMol25 entry of this formula, charge and spin)	4.531	eV
multiplicity	1
LUMO energy	0.8	eV
frontier orbital gap	9.176	eV

Geometry as XYZ:
```
13
C4H7NO (ωB97M-V with the def2-TZVPD basis set)
C 1.9362 -0.0785 0.6390
H -0.9450 0.0177 -2.6326
N -2.9530 -0.5696 -0.4647
O -0.5697 0.4694 -1.8829
H 2.0875 -1.0601 0.9048
H -0.2565 -0.4400 0.6412
C 0.3243 -0.3009 -1.2137
H -2.2912 0.1059 1.5197
H 0.1661 1.1651 0.4128
H 2.6841 0.1465 -0.1411
C -2.6825 -0.2106 0.5740
H 2.0350 0.6031 1.4816
C 0.4647 0.1522 0.1617
```